1.
Density functional theory data (ωB97M-V with the def2-TZVPD basis set) for a 2-piece molecular cluster, C3H5F2N overall in a non-equilibrium geometry.

Each line ends with the natural charge from an NBO analysis.
Positions of all 11 atoms, in Å:
1 C 0.291233 0.722217 -0.378790  0.424
2 C 0.793502 -0.332447 -1.254743  -0.712
3 C -0.790433 -0.504123 1.400233  0.421
4 N 0.057502 1.892108 -0.435377  -0.645
5 F -1.978852 -1.072531 1.145421  -0.360
6 F 0.078298 -1.473352 1.627347  -0.362
7 H 1.690869 -0.914025 -0.827042  0.250
8 H 1.129112 0.171383 -2.085125  0.227
9 H 0.173110 -1.092092 -1.500221  0.254
10 H -0.832315 0.144621 2.255960  0.099
11 H -0.612027 2.458241 0.052335  0.406

Force components x, y, z for each atom (eV/Å):
C -3.266 -3.502 3.183
C 4.079 0.473 2.635
C 1.332 2.128 -2.479
N 0.487 1.841 -1.591
F -0.517 0.021 -0.206
F 1.012 -1.324 0.343
H -1.172 1.190 -0.246
H 0.909 0.893 -2.396
H -2.704 -1.878 -0.507
H -0.328 0.412 0.512
H 0.167 -0.254 0.752

Gap between HOMO and LUMO (spin up / spin down), eV: 8.5 / 8.5
E_HOMO (spin up / spin down), eV: -7.6 / -7.6
Energy, Eh: -371.6555
Energy above the lowest of the compared OMol25 structures with the same formula, charge and spin, kcal/mol: 70.8

---

2.
Density functional theory data (ωB97M-V with the def2-TZVPD basis set) for a 7-piece molecular cluster, C32H34Br2N6 overall in a non-equilibrium geometry.

Each line ends with the Mulliken charge.
Positions of all 74 atoms, in Å:
1 C -4.593523 -0.357647 -4.715202  -0.140
2 C -4.110903 0.912203 -5.123642  -0.714
3 C -3.220953 1.440893 -4.264002  -0.099
4 N -2.788473 0.824223 -3.100672  -0.038
5 C -3.291113 -0.366187 -2.783152  0.141
6 C -4.353283 -0.915607 -3.457302  -0.865
7 H -5.473473 -0.730157 -5.218532  0.373
8 H -4.613433 1.298813 -5.997942  0.409
9 H -2.865703 2.424053 -4.535272  0.258
10 H -2.843813 -0.930867 -1.978512  0.345
11 H -4.759883 -1.881307 -3.195552  0.342
12 C -4.428593 1.174903 6.338708  -0.423
13 C -3.260293 0.788803 5.739608  -0.208
14 C -2.845093 1.373293 4.570118  0.057
15 N -3.589373 2.341603 3.885008  -0.456
16 C -4.785693 2.679043 4.466308  -0.286
17 C -5.227523 2.181613 5.670818  -0.323
18 H -4.862523 0.871003 7.279848  0.367
19 H -2.614303 0.050063 6.190568  0.178
20 H -1.818413 1.169823 4.303808  0.370
21 H -5.409923 3.379753 3.931758  0.354
22 H -6.146653 2.516733 6.128318  0.375
23 C 0.770047 -0.917747 -4.672622  -0.072
24 C 1.955877 -0.502297 -5.267582  -0.467
25 C 1.873067 -0.486157 -6.683672  -0.428
26 N 0.790227 -0.593677 -7.465392  -0.581
27 C -0.382043 -0.841957 -6.764492  -0.368
28 C -0.470243 -1.045797 -5.438202  -0.184
29 H 0.830077 -1.003797 -3.597722  0.449
30 H 2.836727 -0.552377 -4.644702  0.466
31 H 2.786877 -0.449157 -7.258112  0.374
32 H -1.303773 -0.963547 -7.314062  0.367
33 H -1.324333 -1.398877 -4.879392  0.417
34 C 5.760447 -1.964787 1.162168  -0.392
35 C 5.156247 -0.876457 0.498598  -0.077
36 C 5.920067 -0.081137 -0.434962  -0.434
37 N 7.217887 -0.368427 -0.703232  -0.563
38 C 7.803547 -1.351917 0.033228  -0.171
39 C 7.112947 -2.110797 1.026488  -0.433
40 H 5.118807 -2.523767 1.827168  0.414
41 H 4.117637 -0.639967 0.676868  0.417
42 H 5.580767 0.796843 -0.964512  0.507
43 H 8.869617 -1.478617 -0.084432  0.371
44 H 7.728567 -2.856727 1.507108  0.345
45 C -1.364543 0.439153 0.158078  -0.357
46 C -0.231963 0.102373 -0.486172  -0.231
47 C 0.908337 -0.219277 0.185638  -0.394
48 N 0.943807 -0.183737 1.563098  -0.282
49 C -0.183533 0.224723 2.155448  -0.108
50 C -1.362093 0.577323 1.559988  -0.429
51 H -2.274723 0.688293 -0.367172  0.402
52 H -0.305103 0.189993 -1.560132  0.475
53 H 1.773437 -0.518127 -0.387672  0.378
54 H -0.141773 0.243213 3.234488  0.212
55 H -2.291063 0.748363 2.083588  0.320
56 C 1.316927 -1.553297 4.954638  -0.225
57 C 0.775607 -1.139297 6.196828  -0.330
58 C -0.469013 -1.580547 6.580348  -0.347
59 N -1.189833 -2.432417 5.743418  -0.581
60 C -0.643363 -2.845487 4.540158  -0.314
61 C 0.606507 -2.392737 4.110238  -0.212
62 H 2.268417 -1.179117 4.606718  0.381
63 H 1.308897 -0.374127 6.741348  0.368
64 H -0.947853 -1.370717 7.525378  0.507
65 H -1.221573 -3.516077 3.921778  0.379
66 H 1.075567 -2.759427 3.209168  0.375
67 Br 3.245167 1.169103 -2.617282  -0.156
68 C 1.907427 2.577133 -2.112472  -0.510
69 C 0.814077 2.674363 -3.146312  -0.207
70 Br -0.700833 3.830253 -2.603072  -0.185
71 H 2.429847 3.517153 -1.934852  0.477
72 H 1.492147 2.281793 -1.148922  0.285
73 H 0.466427 1.654853 -3.313192  -0.129
74 H 1.148547 3.112383 -4.086712  0.464

Force components x, y, z for each atom (eV/Å):
C -2.118 0.746 0.899
C -1.480 -3.262 0.450
C 1.032 0.535 1.644
N 0.241 0.503 -1.552
C 0.218 0.891 0.123
C 0.815 -0.403 -2.270
H 0.184 -0.402 -0.577
H 0.741 0.612 -0.110
H 0.584 0.209 0.728
H 0.110 0.347 0.501
H -0.206 0.088 0.161
C -2.355 2.388 -1.068
C 0.138 -0.656 0.822
C -1.542 2.605 -0.881
N 0.290 -1.669 1.854
C 1.400 -0.587 -0.670
C 1.456 -1.745 0.969
H 0.572 -0.597 0.131
H -0.008 -0.086 0.076
H -0.108 0.089 -0.807
H 0.160 0.192 -0.218
H -0.059 0.053 -0.101
C -0.844 1.112 -0.746
C -2.171 -1.883 -0.932
C 0.531 0.149 -0.674
N -0.868 -0.289 2.361
C 0.519 0.141 -1.699
C 2.988 -0.176 2.959
H -0.550 -0.395 0.218
H 0.254 0.471 -0.641
H 0.279 0.360 -0.041
H 0.111 0.161 -0.608
H -0.390 0.221 -0.404
C -1.037 1.778 -0.253
C 1.156 0.735 -1.371
C 0.745 -1.926 1.380
N -0.090 -0.799 1.174
C -1.844 0.818 0.604
C 1.738 0.095 -1.835
H 0.293 -0.308 0.140
H -0.101 0.014 -0.025
H -0.562 -0.138 0.129
H 0.053 -0.114 -0.241
H -0.318 -0.162 0.364
C -1.889 1.210 2.251
C 0.092 0.217 -1.857
C 0.164 -0.027 2.251
N -0.033 0.035 -2.117
C 0.774 -0.183 1.178
C -0.371 -1.045 -2.091
H 0.046 -0.018 -0.299
H 0.451 -0.431 -0.332
H 0.385 -0.051 0.364
H 0.196 -0.014 0.258
H 0.239 0.385 0.191
C -0.669 0.236 0.407
C 0.589 0.395 -1.156
C -0.905 -2.193 -2.485
N 1.296 0.155 -0.517
C -0.087 1.568 2.276
C 0.040 -0.399 0.945
H 0.134 0.096 0.194
H 0.093 -0.184 0.379
H 0.035 0.230 0.013
H -0.273 -0.032 0.165
H -0.220 0.127 -0.208
Br -0.709 1.003 0.414
C -0.004 0.352 0.627
C 0.100 -0.247 -0.394
Br 0.715 -0.527 0.074
H 0.225 -0.200 -0.323
H 0.109 -0.292 -0.128
H -0.538 0.297 -0.187
H 0.059 -0.181 0.144

Gap between HOMO and LUMO, eV: 9.8
E_HOMO, eV: -9.4
Energy, Eh: -6716.2159
Energy above the lowest of the compared OMol25 structures with the same formula, charge and spin, kcal/mol: 39.0
SMILES: c1ccncc1.c1ccncc1.c1ccncc1.c1ccncc1.c1ccncc1.c1ccncc1.BrCCBr

---

Q: energy above the lowest of the compared OMol25 structures with the same formula, charge and spin of number 1 (C3H5F2N)?
A: 70.8 kcal/mol

---

Q: Among the records above, which one has the highest energy above the lowest of the compared OMol25 structures with the same formula, charge and spin?
A: C3H5F2N

---

Q: Look up the energy above the lowest of the compared OMol25 structures with the same formula, charge and spin of the first one.
A: 70.8 kcal/mol